9 unconnected molecules or ions with the total composition C65H142N7O6, computed with wB97M-V/def2-TZVPD.

Element x y z (Å)
C 2.4296 -4.6751 0.0219
C 3.8357 -5.1711 -0.3779
C 4.1094 -6.5918 0.0603
C 5.4281 -7.0568 -0.5216
N 6.0208 -8.2761 -0.0349
C 5.9349 -8.5896 1.4086
C 6.3404 -10.1216 1.5784
C 5.9839 -10.7098 0.1636
C 5.4547 -9.4961 -0.7125
C 7.4161 -8.1741 -0.3878
H 1.7266 -5.3581 -0.3967
H 2.2373 -3.6777 -0.3789
H 2.2262 -4.6776 1.1043
H 4.5669 -4.4540 0.0626
H 4.0018 -5.1695 -1.4469
H 3.2877 -7.2362 -0.2118
H 4.1196 -6.5695 1.1608
H 6.1264 -6.2520 -0.3825
H 5.4499 -7.1609 -1.6254
H 6.5126 -7.8062 1.9940
H 4.9139 -8.5649 1.7157
H 7.3848 -10.2294 1.8174
H 5.7399 -10.6194 2.3127
H 6.8764 -11.0887 -0.3776
H 5.2125 -11.4490 0.2233
H 5.8448 -9.4943 -1.7476
H 4.4058 -9.4173 -0.7340
H 7.6465 -7.8406 -1.3983
H 7.8585 -9.1500 -0.2941
H 7.8592 -7.5137 0.3099
C -1.8669 -4.4541 -2.1724
C -2.7560 -4.4708 -3.4322
C -3.3457 -3.1001 -3.9513
C -3.8221 -2.1872 -2.8317
N -4.2368 -0.8306 -3.2104
C -3.1247 -0.0041 -3.9417
C -3.3530 1.4033 -3.5187
C -4.0653 1.4194 -2.1412
C -4.3286 -0.0694 -1.8665
C -5.5632 -0.6747 -3.9611
H -1.4980 -5.4616 -2.1529
H -2.4648 -4.3403 -1.2725
H -1.0086 -3.7337 -2.0817
H -3.5337 -5.2080 -3.2775
H -2.1451 -4.8621 -4.2533
H -4.1136 -3.3260 -4.6770
H -2.5485 -2.5268 -4.4825
H -3.0385 -2.1254 -2.1505
H -4.7074 -2.6247 -2.3674
H -3.2374 -0.2264 -5.0372
H -2.2244 -0.3642 -3.5436
H -4.0325 1.8749 -4.2381
H -2.3228 1.7884 -3.5716
H -4.9638 1.9791 -2.2364
H -3.5854 1.9460 -1.3131
H -5.2914 -0.3827 -1.4040
H -3.5024 -0.5602 -1.3305
H -5.7973 0.4065 -4.0663
H -6.2890 -1.3042 -3.4347
H -5.3909 -1.2484 -4.8498
C -4.4420 6.5779 -4.4836
C -3.5673 5.6381 -3.6326
C -2.3605 6.4032 -3.0314
C -1.3434 5.3652 -2.5606
N -0.0718 5.8755 -2.0336
C 0.6666 6.6465 -3.0913
C 2.1562 6.5765 -2.5704
C 2.2072 5.3391 -1.6271
C 0.8854 4.6708 -1.8751
C -0.2661 6.5121 -0.7450
H -5.2025 6.0274 -5.0315
H -3.8413 7.0418 -5.3129
H -4.8926 7.3411 -3.8788
H -3.2236 4.8311 -4.3429
H -4.1480 5.3001 -2.8086
H -2.7361 6.9587 -2.1913
H -1.9740 7.0496 -3.8048
H -1.1858 4.6344 -3.3259
H -1.7597 4.8187 -1.7050
H 0.2067 7.6554 -3.2001
H 0.4612 6.1518 -4.0625
H 2.4709 7.4877 -2.0846
H 2.8831 6.3791 -3.3566
H 2.3039 5.6676 -0.5796
H 3.0282 4.6072 -1.8132
H 0.4733 4.1283 -1.0179
H 0.8321 4.0642 -2.7929
H 0.6617 6.9973 -0.4422
H -0.5142 5.7093 -0.0590
H -1.0469 7.2740 -0.7925
C 3.6140 0.7733 8.0250
C 3.1498 2.1619 7.5327
C 4.2753 2.8988 6.7776
C 4.5519 2.2275 5.4233
N 4.5975 3.2026 4.2656
C 3.3081 4.0039 4.1573
C 3.1110 4.1189 2.6556
C 3.5463 2.7983 2.0939
C 4.8030 2.5024 2.8847
C 5.8157 4.1261 4.4569
H 4.0536 0.2494 7.2075
H 2.7760 0.2056 8.4290
H 4.3767 0.8371 8.7907
H 2.8429 2.7905 8.3997
H 2.2942 2.0112 6.8519
H 5.1578 2.8829 7.3973
H 3.9838 3.9213 6.6278
H 3.8108 1.4674 5.1055
H 5.5233 1.7627 5.5058
H 3.4915 4.9524 4.6400
H 2.4280 3.5226 4.5969
H 3.7001 4.9354 2.2860
H 2.0934 4.3766 2.3729
H 3.5681 2.7818 0.9991
H 2.7888 2.0462 2.3401
H 5.6958 2.9324 2.4743
H 4.8964 1.4887 3.1015
H 5.7812 4.9026 3.7133
H 6.6783 3.5112 4.2284
H 5.8224 4.5801 5.4619
C 3.5785 -2.7749 4.0077
C 2.5332 -2.1047 3.1647
C 1.1315 -2.3216 3.6020
C 0.2110 -1.3695 2.9116
N -1.1937 -1.7844 2.8093
C -1.9887 -0.7101 2.1215
C -3.1742 -1.4513 1.6015
C -2.5183 -2.5887 0.8814
C -1.4531 -3.0403 1.9001
C -1.7374 -2.1421 4.1260
H 4.5805 -2.6937 3.5867
H 3.3142 -3.8587 4.1240
H 3.5405 -2.3396 4.9862
H 2.6413 -2.3921 2.0850
H 2.6398 -1.0290 3.2298
H 1.0395 -2.2242 4.6816
H 0.8530 -3.3311 3.3205
H 0.5515 -1.0730 1.9118
H 0.2372 -0.4250 3.4305
H -2.1582 0.0750 2.8718
H -1.3917 -0.3014 1.3068
H -3.8492 -1.7640 2.4027
H -3.6839 -0.7955 0.9134
H -3.1717 -3.4333 0.6912
H -2.1080 -2.1875 -0.0436
H -1.8014 -3.7698 2.5922
H -0.4936 -3.4008 1.6043
H -2.7485 -2.6045 4.0194
H -1.8608 -1.2023 4.6111
H -1.1502 -2.7941 4.7638
C -0.2677 -3.6441 -7.0660
C 0.3853 -4.2339 -5.7856
C 1.4900 -3.3355 -5.1894
C 1.1158 -1.7953 -5.3012
N 1.9109 -0.9664 -4.3272
C 1.4881 0.5101 -4.3829
C 2.8094 1.3200 -4.0070
C 3.9564 0.3172 -4.1166
C 3.3161 -0.8794 -4.8523
C 1.8230 -1.3631 -2.8407
H -0.8678 -4.4469 -7.5208
H 0.5239 -3.5040 -7.8560
H -0.8986 -2.7601 -6.8782
H 0.9085 -5.1915 -6.0183
H -0.3055 -4.5240 -4.9841
H 2.4306 -3.4377 -5.6678
H 1.5731 -3.5013 -4.1433
H 0.1040 -1.6347 -5.0264
H 1.3501 -1.4504 -6.2910
H 0.6294 0.6207 -3.7327
H 1.2937 0.7828 -5.4039
H 2.7524 1.6894 -2.9546
H 2.9103 2.2272 -4.5840
H 4.2337 0.0121 -3.1138
H 4.8084 0.7300 -4.6340
H 3.8369 -1.8031 -4.6597
H 3.2071 -0.7367 -5.9086
H 2.1132 -0.5420 -2.2235
H 2.3849 -2.2855 -2.7042
H 0.7487 -1.6191 -2.7600
C -7.5609 0.4423 4.2533
C -6.7524 1.5414 4.9132
C -5.8647 2.3435 3.9593
C -6.6629 3.2643 3.0557
N -5.9946 3.9863 1.8825
C -4.8521 4.8174 2.4119
C -4.5529 5.9549 1.4250
C -5.9180 6.0345 0.6166
C -6.8920 5.0598 1.2378
C -5.4776 3.0486 0.8499
H -8.4830 0.1772 4.7667
H -6.9753 -0.4708 4.1425
H -7.9128 0.7771 3.2707
H -6.1851 1.1431 5.7556
H -7.4079 2.2861 5.3623
H -5.2621 1.6271 3.4116
H -5.2511 3.0253 4.5763
H -7.0659 4.0512 3.7343
H -7.5511 2.7855 2.6405
H -4.0351 4.1359 2.6500
H -5.3155 5.2176 3.3185
H -3.6624 5.5986 0.8985
H -4.3288 6.9269 1.8275
H -5.7423 5.7973 -0.4212
H -6.2579 7.0729 0.6037
H -7.6091 4.6337 0.5305
H -7.5074 5.4612 2.0397
H -4.5767 2.5446 1.2593
H -5.1398 3.5488 -0.0452
H -6.2523 2.3152 0.6598
O -0.9220 2.0804 2.7052
C -1.2159 2.7797 1.5848
O -0.2094 2.9474 0.7827
O -2.3520 3.1179 1.4907
H -0.1186 1.6101 2.6878
O -0.5750 1.1296 -1.3081
C -0.5163 -0.2428 -1.0332
O 0.2171 -0.6348 -0.0775
O -1.2203 -0.9115 -1.8791
H -0.1604 1.4122 -0.5074

Properties
- max |F| (hartree/bohr) = 0.0940
- ΔE to the lowest compared entry with this formula, charge and spin (kcal per mole) = 0.0
- HOMO energy (eV) = -17.49
- net charge = +5
- 2S+1 = 1



A molecular structure, C3H3CuO3, computed with wB97M-V/def2-TZVPD.

Element x y z (Å)
C -2.3248 -0.4824 -0.1777
C -2.1150 0.9187 -0.3010
O -1.0002 1.4336 -0.1134
C 4.0268 -0.8552 0.4744
O 4.8356 -1.6477 0.6806
H -1.5162 -1.1143 0.1921
H -2.9770 1.5555 -0.5651
H -3.3007 -0.9123 -0.4005
O 3.1755 -0.0979 0.2384
Cu 1.1960 1.2021 -0.0279

Properties
- max |F| (hartree/bohr) = 0.0257
- ΔE to the lowest compared entry with this formula, charge and spin (kcal per mole) = 0.0
- HOMO energy (spin up / spin down) (eV) = -14.38 / -14.99
- net charge = +1
- ⟨S²⟩ = 0.762
- 2S+1 = 2



2 unconnected molecules or ions with the total composition C6H10N4O3, computed with wB97M-V/def2-TZVPD.

Element x y z (Å)
C -0.6478 -3.1958 1.0266
C -2.5584 0.0132 0.0614
C 0.4262 2.1042 0.6554
C 0.5460 -0.2691 -0.3945
C 1.5519 2.2509 -0.3905
C 1.0061 0.3542 -1.6316
N -0.8419 -2.4861 1.9810
N -0.1639 -3.7876 0.0563
N -1.3761 0.6232 0.8858
N -0.2463 0.7636 0.4542
O -2.8902 -1.0439 0.4003
O -2.7774 1.0061 -0.5970
O 1.1660 1.7550 -1.6190
H 0.7703 2.3659 1.7347
H -0.2912 2.8729 0.5110
H -0.0920 -1.2070 -0.4715
H 1.3933 -0.3765 0.3340
H 1.9580 3.2953 -0.4939
H 2.4754 1.7139 0.0029
H 1.9305 -0.0897 -1.8428
H 0.3837 0.0138 -2.6279
H -1.6616 -1.9745 2.1197
H -0.0607 -4.7018 -0.1545

Properties
- max |F| (hartree/bohr) = 0.0972
- ΔE to the lowest compared entry with this formula, charge and spin (kcal per mole) = 52.3
- HOMO energy (eV) = -9.56
- net charge = 0
- 2S+1 = 1



A molecular structure, C3H4CsMgO4, computed with wB97M-V/def2-TZVPD.

Element x y z (Å)
H -0.4348 -1.1725 -1.6797
C 0.4124 -1.0954 -0.9957
C 0.9191 -2.1115 -0.0935
O 1.5939 -1.6932 -1.2952
H 1.4015 -1.8001 0.8339
H 0.4758 -3.1080 -0.1283
O -1.0417 0.1549 0.9690
C -0.3555 0.9695 0.3858
O 0.5958 0.2877 -0.5688
Mg -2.5065 -0.1469 2.3334
H 0.9053 0.9231 -1.2644
Cs -1.6240 6.6327 1.3317
O -0.3413 2.1598 0.1718

Properties
- max |F| (hartree/bohr) = 0.0732
- ΔE to the lowest compared entry with this formula, charge and spin (kcal per mole) = 0.0
- HOMO energy (spin up / spin down) (eV) = -13.89 / -17.38
- net charge = +2
- ⟨S²⟩ = 0.750
- 2S+1 = 2



2 unconnected molecules or ions with the total composition C6H10O2P, computed with wB97M-V/def2-TZVPD.

Element x y z (Å)
C -1.2987 0.0515 3.5924
C -0.8690 -0.7181 2.7576
C -1.4994 1.1575 4.5930
C 1.7756 -0.4491 -2.9104
C 0.5133 0.3286 -2.5230
C 0.0913 0.2710 -1.0483
O -1.4080 -2.1036 -1.4659
O 0.9131 -2.4226 -0.6077
P -0.2549 -1.5591 -0.7483
H -2.4942 1.4816 4.5210
H -1.2505 0.9257 5.6214
H -0.9096 2.0241 4.3124
H 1.7535 -1.4947 -2.4460
H 1.7164 -0.4493 -4.0593
H 2.5729 0.1946 -2.4844
H -0.3389 -0.0156 -3.1260
H 0.7135 1.3749 -2.7832
H 0.9616 0.4506 -0.4971
H -0.6881 0.9521 -0.6985

Properties
- max |F| (hartree/bohr) = 0.0483
- ΔE to the lowest compared entry with this formula, charge and spin (kcal per mole) = 95.8
- HOMO energy (eV) = -3.89
- net charge = -1
- 2S+1 = 1



A gas-phase ion, CH6N3 (charge +1), computed with wB97M-V/def2-TZVPD.

Element x y z (Å)
N -1.9139 -0.0297 0.0182
N -0.6142 0.3550 0.0346
C 0.3892 -0.4609 -0.0941
N 2.0280 0.1338 -0.0852
H -2.1236 -0.5921 -0.7635
H -2.6016 0.7481 0.1911
H -0.2379 1.3070 0.2143
H 0.4379 -1.4794 -0.2521
H 1.8357 0.5849 0.7981
H 2.8004 -0.5668 -0.0614

Properties
- max |F| (hartree/bohr) = 0.1086
- ΔE to the lowest compared entry with this formula, charge and spin (kcal per mole) = 104.0
- HOMO energy (eV) = -15.10
- net charge = +1
- SMILES string = NNC=[NH2+]
- 2S+1 = 1



Q: Look up the 2S+1 of the sixth one.
A: 1



Q: Which formula does entry 3 have?
A: C6H10N4O3